Record 1
Computed, not measured: a 3-piece molecular cluster, C2H6N2O6 overall, with ωB97M-V/def2-TZVPD.

Structure (ORCA input):
```
! wB97M-V def2-TZVPD RIJCOSX def2/J DEFGRID3
* xyz -2 1
O -3.432 -1.124 0.344
O -0.903 -0.379 0.022
O -2.338 1.286 0.149
O 2.506 1.328 0.007
O 3.377 -2.081 -0.337
O 4.234 0.104 0.694
N -0.276 1.733 -0.530
N 2.631 -0.806 -0.605
C -1.160 0.815 -0.031
C 3.176 0.283 0.132
H 3.840 -1.914 0.531
H -2.723 -1.356 -0.167
H -3.262 -0.156 0.347
H -0.546 2.591 -0.270
H 0.644 1.455 -0.411
H 1.635 -1.031 -0.365
*
```

The calculation puts the highest occupied orbital energy at -1.5 eV. The frontier orbital gap comes out at 7.886 eV.


Record 2
Computed, not measured: the molecule C2H6N2OS, with ωB97M-V/def2-TZVPD.

Structure (ORCA input):
```
! wB97M-V def2-TZVPD RIJCOSX def2/J DEFGRID3
* xyz 0 1
S 2.707 -0.491 -0.151
O -0.253 -0.821 -0.145
N -0.745 1.437 -0.038
N 1.499 0.646 -0.192
C 0.125 0.498 -0.147
C -1.648 -1.060 -0.081
H 2.688 -0.669 1.163
H -1.780 -2.151 -0.063
H -2.068 -0.710 -1.046
H -2.146 -0.598 0.804
H -0.212 2.295 -0.090
H 1.833 1.623 -0.014
*
```

Its structure (SMILES) is [H]/N=C(\NS)OC. The calculation puts the highest occupied orbital energy at -9.5 eV. The frontier orbital gap comes out at 10.108 eV.


Record 3
Computed, not measured: the molecule C2H6N2OS, with ωB97M-V/def2-TZVPD.

Structure (ORCA input):
```
! wB97M-V def2-TZVPD RIJCOSX def2/J DEFGRID3
* xyz 0 1
S -0.323 -1.413 -0.140
O 0.896 0.742 -1.477
N -0.454 1.045 -1.240
N -1.869 0.910 0.502
C 1.011 -1.065 1.016
C -0.987 0.314 -0.224
H 0.894 0.174 -2.252
H -2.229 0.202 1.168
H -0.653 2.083 -1.143
H 1.667 -0.489 0.448
H 0.658 -0.455 1.868
H 1.388 -2.048 1.476
*
```

Its structure (SMILES) is [H]/N=C(/NO)SC. The calculation puts the highest occupied orbital energy at -9.1 eV. The frontier orbital gap comes out at 9.747 eV.


Record 4
Computed, not measured: the molecule C2H6N2OS, with ωB97M-V/def2-TZVPD.

Structure (ORCA input):
```
! wB97M-V def2-TZVPD RIJCOSX def2/J DEFGRID3
* xyz 0 1
S 2.573 -0.120 -0.286
O 0.447 -1.396 0.434
N -0.798 -1.162 -0.704
N -1.322 -0.078 -0.221
C 0.922 -0.156 0.639
C -0.153 0.853 0.017
H -1.358 -2.026 -0.724
H -1.932 -0.049 0.657
H 2.011 -0.378 -1.490
H -0.360 1.593 0.659
H 0.331 1.366 -0.926
H 1.296 -0.134 1.742
*
```

Its structure (SMILES) is S[C@H]1CNNO1. The calculation puts the highest occupied orbital energy at -8.6 eV. The frontier orbital gap comes out at 9.354 eV.


Record 5
Computed, not measured: C2H6N2OS as an isolated structure, with ωB97M-V/def2-TZVPD.

Structure (ORCA input):
```
! wB97M-V def2-TZVPD RIJCOSX def2/J DEFGRID3
* xyz 0 3
S 2.546 -1.141 0.135
O 3.833 0.741 0.194
N 3.763 1.486 -0.695
N 1.320 -1.089 -0.781
C -0.099 0.940 -0.223
C 0.045 -0.734 -0.235
H -0.354 1.410 -1.151
H 0.099 -0.987 0.803
H 2.039 -1.051 1.532
H -0.667 1.194 0.588
H -0.861 -1.205 -0.653
H 0.931 1.295 0.066
*
```

The calculation puts the highest occupied orbital energy (alpha / beta) at -7.7 / -10.3 eV. The frontier orbital gap (alpha / beta) comes out at 7.613 / 9.718 eV.


Record 6
Computed, not measured: the molecule C2H6N2OS, with ωB97M-V/def2-TZVPD.

Structure (ORCA input):
```
! wB97M-V def2-TZVPD RIJCOSX def2/J DEFGRID3
* xyz 0 3
S -3.518 -0.438 0.104
O -4.755 0.323 0.008
N -1.868 0.934 -0.019
N -0.764 0.352 0.018
C -0.589 -1.101 -0.086
C 0.397 1.274 0.006
H -0.802 -1.352 -1.079
H 0.758 1.315 -0.995
H -1.489 -1.576 0.440
H 1.345 1.043 0.616
H 0.434 -1.548 0.242
H 0.269 2.341 0.373
*
```

The calculation puts the highest occupied orbital energy (alpha / beta) at -6.5 / -8.8 eV. The frontier orbital gap (alpha / beta) comes out at 6.790 / 7.716 eV.


Record 7
Computed, not measured: the molecule C2H6N2OS2, with ωB97M-V/def2-TZVPD.

Structure (ORCA input):
```
! wB97M-V def2-TZVPD RIJCOSX def2/J DEFGRID3
* xyz 0 1
S -0.431 0.827 -0.964
S 2.652 -0.090 0.143
O -2.008 -1.458 0.076
N -0.666 -1.676 0.105
N 1.459 -1.097 -0.574
C -0.863 1.537 0.650
C 0.112 -0.784 -0.405
H 0.008 1.776 1.233
H -1.525 0.866 1.143
H 1.664 -2.057 -0.358
H 3.235 0.397 -1.036
H -1.413 2.446 0.477
H -2.225 -0.686 -0.489
*
```

Its structure (SMILES) is CS/C(=N\O)NS. The calculation puts the highest occupied orbital energy at -8.9 eV. The frontier orbital gap comes out at 9.476 eV.


Record 8
Computed, not measured: the molecule C2H6N2S, with ωB97M-V/def2-TZVPD.

Structure (ORCA input):
```
! wB97M-V def2-TZVPD RIJCOSX def2/J DEFGRID3
* xyz 0 1
S -3.013 -0.325 0.057
N -1.477 0.401 -0.213
N 1.825 -0.650 -0.137
C 0.892 0.422 0.191
C -0.482 -0.158 0.354
H 1.644 -0.956 -1.082
H -3.694 0.510 -0.710
H 0.839 1.255 -0.513
H 2.811 -0.293 -0.071
H 1.207 0.846 1.136
H -0.552 -1.050 0.988
*
```

Its structure (SMILES) is NC/C=N/S. The calculation puts the highest occupied orbital energy at -8.9 eV. The frontier orbital gap comes out at 9.871 eV.


Record 9
Computed, not measured: the molecule C2H6N2S, with ωB97M-V/def2-TZVPD.

Structure (ORCA input):
```
! wB97M-V def2-TZVPD RIJCOSX def2/J DEFGRID3
* xyz 0 1
S 2.124 -0.065 -0.141
N -2.478 -0.565 -0.391
N 0.432 -0.126 0.446
C -0.348 0.578 -0.211
C -1.759 0.424 0.335
H -3.481 -0.343 -0.166
H -1.538 0.077 1.305
H -2.186 -1.518 -0.014
H -0.113 1.355 -0.930
H -2.216 1.371 0.272
H 2.520 -1.081 0.658
*
```

Its structure (SMILES) is NC/C=N/S. The calculation puts the highest occupied orbital energy at -9.1 eV. The frontier orbital gap comes out at 9.973 eV.


Record 10
Computed, not measured: the molecule C2H6N2S2, with ωB97M-V/def2-TZVPD.

Structure (ORCA input):
```
! wB97M-V def2-TZVPD RIJCOSX def2/J DEFGRID3
* xyz 0 1
S -1.689 -1.385 0.080
S 2.394 -0.069 0.046
N -1.605 1.627 0.045
N -0.419 0.926 -0.271
C -0.382 -0.420 -0.138
C 0.976 -1.110 -0.291
H 1.160 -1.500 -1.306
H 1.013 -1.941 0.384
H -1.921 1.265 0.982
H 0.414 1.481 -0.409
H -2.394 1.196 -0.515
H 2.451 -0.071 1.393
*
```

Its structure (SMILES) is NNC(=S)CS. The calculation puts the highest occupied orbital energy at -8.7 eV. The frontier orbital gap comes out at 9.213 eV.


Record 11
Computed, not measured: an isolated ion of composition C2H6N3 and charge +1, with ωB97M-V/def2-TZVPD.

Structure (ORCA input):
```
! wB97M-V def2-TZVPD RIJCOSX def2/J DEFGRID3
* xyz 1 1
N 1.446 -1.079 -0.206
N -0.853 -0.894 0.295
N -0.543 1.728 0.429
C 0.282 -0.522 -0.150
C -0.602 0.632 -0.314
H 2.199 -0.739 -0.715
H -1.205 0.723 -1.234
H 1.386 -2.120 -0.050
H -1.337 2.304 0.579
H 0.346 1.782 0.877
H -1.119 -1.816 0.489
*
```

Its structure (SMILES) is N[C@@H]1NC1=[NH2+]. The calculation puts the highest occupied orbital energy at -15.3 eV. The frontier orbital gap comes out at 11.761 eV.


Record 12
Computed, not measured: a 2-piece molecular cluster, C2H6N3 overall, with ωB97M-V/def2-TZVPD.

Structure (ORCA input):
```
! wB97M-V def2-TZVPD RIJCOSX def2/J DEFGRID3
* xyz 1 3
N -1.475 0.621 -0.003
N -0.553 1.241 0.066
N 2.759 0.377 0.082
C -2.478 -0.287 -0.073
C 1.734 -0.361 -0.080
H -2.991 -0.191 -1.038
H -2.081 -1.306 0.026
H 3.709 0.043 0.275
H -3.204 -0.088 0.721
H 1.900 -1.436 0.012
H 2.679 1.387 0.012
*
```

The calculation puts the highest occupied orbital energy (alpha / beta) at -9.9 / -17.2 eV. The frontier orbital gap (alpha / beta) comes out at 4.681 / 11.375 eV.


Record 13
Computed, not measured: an isolated ion of composition C2H6N3O2 and charge -1, with ωB97M-V/def2-TZVPD.

Structure (ORCA input):
```
! wB97M-V def2-TZVPD RIJCOSX def2/J DEFGRID3
* xyz -1 1
O -1.956 0.304 0.790
O -1.755 -1.087 -1.030
N 0.917 0.189 1.301
N 0.955 0.156 -0.174
N 0.966 -1.294 -0.530
C -0.254 0.778 -0.715
C -1.508 -0.071 -0.339
H 1.827 0.595 1.662
H 0.977 -1.579 0.428
H 0.192 0.897 1.524
H -0.374 1.790 -0.330
H -0.002 0.850 -1.785
H 0.014 -1.528 -0.803
*
```

Its structure (SMILES) is NN(N)CC(=O)[O-]. The calculation puts the highest occupied orbital energy at -3.7 eV. The frontier orbital gap comes out at 8.109 eV.


Record 14
Computed, not measured: a 2-piece molecular cluster, C2H6N3O2 overall, with ωB97M-V/def2-TZVPD.

Structure (ORCA input):
```
! wB97M-V def2-TZVPD RIJCOSX def2/J DEFGRID3
* xyz -1 1
O 2.091 -0.642 0.141
O -0.521 1.040 -0.031
N -1.416 -0.966 0.056
N -0.515 -0.174 -0.111
N 1.289 -1.136 -0.652
C 2.770 0.776 -0.201
C -2.772 -0.545 0.409
H -2.880 -0.630 1.531
H 2.098 1.223 -0.839
H -3.505 -1.364 -0.094
H 3.673 0.642 -0.918
H -3.020 0.456 0.039
H 2.708 1.321 0.669
*
```

The calculation puts the highest occupied orbital energy at -2.4 eV. The frontier orbital gap comes out at 6.678 eV.


Record 15
Computed, not measured: a 2-piece molecular cluster, C2H6N3S overall, with ωB97M-V/def2-TZVPD.

Structure (ORCA input):
```
! wB97M-V def2-TZVPD RIJCOSX def2/J DEFGRID3
* xyz 1 1
S -1.475 1.243 -0.035
N 1.809 1.465 -0.010
N 1.537 -0.782 -0.008
N -3.307 -0.679 -0.038
C 1.053 0.445 0.004
C -2.149 -0.354 0.043
H 2.591 -0.979 -0.127
H -3.738 -1.655 0.054
H 1.241 2.387 0.101
H 0.864 -1.545 -0.145
H 2.799 1.414 0.072
H -1.226 -0.960 0.088
*
```

The calculation puts the highest occupied orbital energy (alpha / beta) at -13.7 / -13.6 eV. The frontier orbital gap (alpha / beta) comes out at 6.544 / 6.612 eV.


Record 16
Computed, not measured: the molecule C2H6N4, with ωB97M-V/def2-TZVPD.

Structure (ORCA input):
```
! wB97M-V def2-TZVPD RIJCOSX def2/J DEFGRID3
* xyz 0 1
N 0.229 2.029 0.087
N -0.529 -1.281 -0.883
N -0.390 0.051 -0.983
N 1.440 0.074 0.608
C -0.728 -1.821 0.300
C 0.554 0.687 -0.009
H 1.339 -0.895 0.415
H 0.582 2.563 0.874
H -0.659 -1.401 1.309
H -0.807 -2.877 0.196
H -0.311 0.568 -1.871
H -0.720 2.302 -0.044
*
```

Its structure (SMILES) is [H]/N=C(/N)NN=C. The calculation puts the highest occupied orbital energy at -8.9 eV. The frontier orbital gap comes out at 9.858 eV.


Record 17
Computed, not measured: a 2-piece molecular cluster, C2H6N4 overall, with ωB97M-V/def2-TZVPD.

Structure (ORCA input):
```
! wB97M-V def2-TZVPD RIJCOSX def2/J DEFGRID3
* xyz 2 1
N 1.571 -1.077 -0.125
N -3.466 0.162 -0.317
N 3.130 0.765 -0.048
N -1.181 -0.133 0.409
C 2.388 -0.245 -0.076
C -2.314 0.019 0.151
H 3.388 1.254 0.811
H 1.403 -2.069 -0.132
H -0.593 -0.204 1.219
H -4.101 -0.626 -0.477
H 3.626 1.066 -0.892
H -3.853 1.087 -0.522
*
```

The calculation puts the highest occupied orbital energy at -20.4 eV. The frontier orbital gap comes out at 12.704 eV.


Record 18
Computed, not measured: the molecule C2H6N4O, with ωB97M-V/def2-TZVPD.

Structure (ORCA input):
```
! wB97M-V def2-TZVPD RIJCOSX def2/J DEFGRID3
* xyz 0 1
O 2.575 1.052 0.248
N -3.336 0.519 -0.065
N 1.554 0.411 -0.493
N -0.052 -0.687 0.652
N 1.235 -0.866 0.077
C -1.097 -0.658 -0.296
C -2.206 0.001 -0.050
H 2.574 2.000 -0.012
H -4.194 0.107 0.327
H 1.997 0.199 -1.482
H -0.010 0.013 1.440
H -1.008 -1.113 -1.233
H 1.968 -0.979 0.887
*
```

Its structure (SMILES) is N=C=CNNNO. The calculation puts the highest occupied orbital energy at -7.5 eV. The frontier orbital gap comes out at 8.345 eV.


Record 19
Computed, not measured: C2H6N4O2 as an isolated structure, with ωB97M-V/def2-TZVPD.

Structure (ORCA input):
```
! wB97M-V def2-TZVPD RIJCOSX def2/J DEFGRID3
* xyz 0 1
O -0.521 2.437 1.240
O -1.698 0.282 1.068
N 0.137 1.449 0.677
N 1.812 -0.008 -1.027
N 1.016 -1.178 -0.912
N -1.126 -2.047 0.016
C -0.099 -1.060 -0.158
C -0.517 0.348 0.546
H -2.155 -1.159 -0.410
H -1.331 2.063 1.529
H -1.342 -2.578 -1.215
H 2.534 -0.261 -1.973
H 1.019 1.630 0.325
H 2.272 0.082 0.293
*
```

The calculation puts the highest occupied orbital energy at -9.0 eV. The frontier orbital gap comes out at 8.604 eV.


Record 20
Computed, not measured: the molecule C2H6N4OS, with ωB97M-V/def2-TZVPD.

Structure (ORCA input):
```
! wB97M-V def2-TZVPD RIJCOSX def2/J DEFGRID3
* xyz 0 1
S 0.860 0.860 -0.576
O -1.481 -1.205 -0.749
N 0.410 1.026 1.089
N 1.880 -1.690 -1.018
N -2.026 1.541 1.062
N -0.284 -1.792 -0.228
C 0.749 -1.077 -0.669
C -0.883 1.555 1.645
H 2.593 -1.068 -0.977
H -0.550 1.950 2.671
H -0.239 -2.802 -0.488
H -2.079 -0.994 0.055
H -1.949 0.904 0.071
H 1.261 1.417 1.693
*
```

Its structure (SMILES) is [H]/N=C\NS/C(=N\[H])NO. The calculation puts the highest occupied orbital energy at -9.3 eV. The frontier orbital gap comes out at 9.781 eV.